DFT (ωB97M-V/def2-TZVPD) results for a structure of composition C21H24Cl3FeGeN5OS2.

```
58
Properties=species:S:1:pos:R:3:forces:R:3
Fe 1.3722 -0.1111 0.1781 0.04 0.45 -0.12
C 4.2667 3.2397 1.7128 -0.04 -0.01 0.02
N 4.1149 2.8599 0.3131 -0.05 -0.12 -0.20
C 5.1528 2.7473 -0.5908 -0.01 0.00 -0.15
C 4.6431 2.2557 -1.7363 0.09 0.03 0.09
N 3.2851 2.0642 -1.5221 0.07 0.02 0.23
C 2.9822 2.4224 -0.2499 -0.17 -0.01 0.06
S 1.4615 2.2786 0.5262 0.19 0.01 0.00
C 2.3943 1.5164 -2.4785 -0.01 0.04 -0.09
C 2.5200 1.9456 -3.7905 -0.07 -0.05 0.07
C 1.6795 1.4031 -4.7471 -0.01 -0.04 0.12
C 0.7364 0.4749 -4.3401 0.02 0.05 -0.05
C 0.6819 0.1201 -3.0065 -0.15 -0.08 0.08
N 1.5033 0.6094 -2.0699 0.14 0.10 -0.04
H 5.1129 3.9162 1.7902 0.00 -0.01 0.03
H 4.4400 2.3457 2.3126 -0.01 0.04 0.02
H 3.3629 3.7413 2.0458 0.03 0.00 0.02
H 6.1576 3.0225 -0.3281 0.03 -0.01 -0.03
H 5.1121 1.9874 -2.6642 0.04 0.02 0.00
H 3.2458 2.7056 -4.0405 0.00 0.00 0.00
H 1.7531 1.7136 -5.7798 -0.01 0.00 -0.01
H 0.0418 0.0279 -5.0361 0.01 0.00 -0.01
H -0.0452 -0.5994 -2.6575 0.02 0.00 -0.01
C -1.9770 -4.1109 -2.3810 0.01 -0.03 -0.05
C -1.6193 -4.2246 -0.9091 0.04 -0.03 0.03
N -2.0954 -3.0835 -0.1210 -0.07 0.00 0.06
C -3.4910 -3.1437 0.3614 0.05 -0.02 0.00
C -4.4372 -2.2570 -0.4319 -0.07 0.00 0.02
C -1.3477 -2.0264 0.1682 -0.08 0.04 0.14
S 0.2619 -2.0024 -0.5332 0.04 -0.14 -0.06
N -1.9326 -1.0961 0.9364 0.17 -0.17 -0.10
C -1.2818 -0.1348 1.5563 -0.09 0.00 -0.11
O -0.0242 0.0827 1.5050 0.00 0.06 0.05
C -2.0766 0.7740 2.4130 -0.04 -0.04 0.01
C -3.4583 0.6157 2.5165 0.01 0.03 0.02
C -4.1948 1.4714 3.3165 0.01 -0.01 -0.01
C -3.5563 2.4835 4.0200 0.02 0.02 0.02
C -2.1806 2.6430 3.9217 -0.02 0.03 0.02
C -1.4407 1.7925 3.1199 0.05 -0.01 -0.02
H -1.6015 -4.9808 -2.9187 0.01 -0.01 -0.01
H -1.5305 -3.2200 -2.8231 0.02 0.02 0.02
H -3.0547 -4.0656 -2.5295 -0.02 -0.01 0.01
H -0.5440 -4.3196 -0.7751 -0.03 0.00 -0.02
H -2.0689 -5.1139 -0.4683 -0.02 0.01 -0.03
H -3.4967 -2.8726 1.4152 -0.02 0.02 -0.02
H -3.7949 -4.1862 0.2831 0.01 0.00 -0.01
H -4.1474 -1.2103 -0.3632 0.03 -0.01 0.01
H -5.4444 -2.3602 -0.0275 -0.01 0.01 0.00
H -4.4711 -2.5428 -1.4821 0.02 -0.02 -0.02
H -3.9438 -0.1784 1.9686 0.01 -0.03 -0.01
H -5.2660 1.3476 3.3964 -0.01 0.00 0.00
H -4.1322 3.1491 4.6491 0.00 0.01 0.00
H -1.6858 3.4306 4.4728 0.01 0.01 0.01
H -0.3676 1.9088 3.0423 -0.01 -0.02 -0.01
Cl 3.2028 -3.2046 2.6220 0.03 0.01 0.02
Ge 2.8755 -1.0520 2.6639 -0.17 -0.09 -0.05
Cl 4.7507 -0.3503 3.5307 0.12 0.08 -0.01
Cl 3.5968 -0.6496 0.0439 -0.14 -0.16 0.08
```
Forces are in eV/Å.

As for the expectation value of S²: 8.77. Its spin multiplicity is 6. Its total charge is +1. The energy above the lowest of the compared OMol25 structures with the same formula, charge and spin comes out at 9.5 kcal per mole. Its LUMO energy (alpha / beta) is -2.92 / -4.66 eV.